{
  "formula": "C57H146N6O19",
  "method": "the ωB97M-V functional and the def2-TZVPD basis",
  "e_lumo_ev": 0.568,
  "homo_ev": -8.73,
  "e_tot_ha": -4017.07686,
  "elements": ["C", "C", "C", "O", "H", "H", "H", "H", "H", "H", "H", "H", "C", "C", "C", "O", "H", "H", "H", "H", "H", "H", "H", "H", "C", "C", "C", "O", "H", "H", "H", "H", "H", "H", "H", "H", "C", "C", "C", "O", "H", "H", "H", "H", "H", "H", "H", "H", "C", "C", "C", "O", "H", "H", "H", "H", "H", "H", "H", "H", "C", "C", "C", "O", "H", "H", "H", "H", "H", "H", "H", "H", "C", "C", "C", "O", "H", "H", "H", "H", "H", "H", "H", "H", "C", "O", "C", "C", "N", "C", "C", "O", "C", "H", "H", "H", "H", "H", "H", "H", "H", "H", "H", "H", "H", "H", "H", "H", "C", "O", "C", "C", "N", "C", "C", "O", "C", "H", "H", "H", "H", "H", "H", "H", "H", "H", "H", "H", "H", "H", "H", "H", "C", "O", "C", "C", "N", "C", "C", "O", "C", "H", "H", "H", "H", "H", "H", "H", "H", "H", "H", "H", "H", "H", "H", "H", "C", "O", "C", "C", "N", "C", "C", "O", "C", "H", "H", "H", "H", "H", "H", "H", "H", "H", "H", "H", "H", "H", "H", "H", "C", "O", "C", "C", "N", "C", "C", "O", "C", "H", "H", "H", "H", "H", "H", "H", "H", "H", "H", "H", "H", "H", "H", "H", "C", "O", "C", "C", "N", "C", "C", "O", "C", "H", "H", "H", "H", "H", "H", "H", "H", "H", "H", "H", "H", "H", "H", "H"],
  "positions_angstrom": [[0.193, 4.036, -0.994], [0.028, 5.557, -0.994], [-1.011, 5.943, -0.022], [1.325, 6.125, -0.602], [1.043, 3.689, -1.611], [-0.727, 3.487, -1.315], [0.403, 3.707, 0.047], [-0.207, 5.948, -1.956], [-1.064, 7.029, 0.114], [-0.780, 5.417, 0.919], [-2.023, 5.592, -0.257], [1.384, 6.171, 0.344], [4.123, -0.536, -4.420], [3.816, -0.004, -3.039], [2.743, 1.079, -3.201], [3.293, -1.018, -2.132], [3.163, -1.055, -4.710], [4.981, -1.252, -4.384], [4.344, 0.235, -5.135], [4.628, 0.494, -2.532], [3.165, 1.938, -3.738], [2.387, 1.431, -2.240], [2.045, 0.654, -3.906], [4.026, -1.615, -1.929], [0.137, -2.713, 5.138], [0.246, -2.170, 3.751], [1.706, -2.197, 3.343], [-0.457, -2.993, 2.762], [-0.891, -2.710, 5.318], [0.589, -2.092, 5.911], [0.645, -3.665, 5.122], [-0.002, -1.129, 3.691], [2.265, -1.574, 4.058], [1.803, -1.778, 2.355], [2.056, -3.251, 3.441], [-1.408, -3.057, 3.000], [-2.770, -3.792, -1.884], [-3.931, -2.957, -1.428], [-4.958, -3.781, -0.673], [-3.452, -1.821, -0.656], [-2.216, -4.134, -0.959], [-2.113, -3.150, -2.444], [-3.081, -4.642, -2.465], [-4.437, -2.502, -2.270], [-4.521, -4.210, 0.242], [-5.199, -4.684, -1.239], [-5.818, -3.139, -0.408], [-2.523, -2.012, -0.329], [-1.613, -7.443, -0.435], [-0.381, -7.280, 0.402], [-0.644, -6.267, 1.514], [-0.024, -8.523, 1.037], [-2.510, -7.723, 0.154], [-1.486, -8.255, -1.180], [-1.833, -6.516, -0.956], [0.489, -6.917, -0.167], [-0.829, -5.251, 1.134], [0.237, -6.191, 2.114], [-1.456, -6.648, 2.142], [-0.015, -9.149, 0.314], [-4.584, 2.644, -0.938], [-5.044, 1.434, -1.843], [-4.069, 1.253, -2.961], [-5.214, 0.263, -1.048], [-5.323, 2.726, -0.143], [-4.314, 3.562, -1.461], [-3.632, 2.292, -0.560], [-6.053, 1.664, -2.195], [-4.303, 0.475, -3.653], [-3.091, 0.945, -2.641], [-3.982, 2.073, -3.613], [-4.392, -0.260, -0.915], [-0.055, -0.196, -1.249], [-0.063, -0.688, 0.197], [-0.890, 0.273, 1.071], [-0.607, -2.032, 0.170], [0.559, -0.945, -1.811], [0.466, 0.757, -1.365], [-1.079, -0.073, -1.659], [0.965, -0.682, 0.598], [-1.937, 0.250, 0.800], [-0.419, 1.227, 1.117], [-1.040, -0.148, 2.092], [-0.521, -2.350, 1.095], [-3.810, -4.311, 3.705], [-3.120, -3.073, 3.734], [-3.993, -1.921, 3.595], [-3.143, -0.772, 4.073], [-3.059, -0.677, 5.504], [-2.697, 0.568, 6.063], [-1.287, 0.955, 5.807], [-0.986, 1.166, 4.434], [0.373, 1.566, 4.293], [-3.126, -5.055, 3.265], [-4.682, -4.217, 3.103], [-4.031, -4.633, 4.724], [-4.820, -2.022, 4.298], [-4.406, -1.914, 2.557], [-3.617, 0.152, 3.713], [-2.189, -0.793, 3.513], [-2.566, -1.421, 5.910], [-2.850, 0.581, 7.133], [-3.283, 1.384, 5.575], [-0.615, 0.162, 6.223], [-1.106, 1.881, 6.329], [0.998, 0.760, 4.707], [0.558, 2.523, 4.850], [0.496, 1.723, 3.257], [2.861, 1.187, 0.452], [3.062, 1.017, 1.808], [4.288, 0.336, 2.218], [4.400, 0.713, 3.677], [4.485, 2.134, 3.793], [4.638, 2.687, 5.139], [5.174, 4.082, 5.009], [4.208, 4.898, 4.418], [4.744, 6.050, 3.884], [1.776, 1.513, 0.322], [2.944, 0.259, -0.116], [3.524, 1.886, -0.074], [5.149, 0.871, 1.727], [4.228, -0.740, 1.936], [5.303, 0.164, 3.994], [3.487, 0.302, 4.129], [3.630, 2.512, 3.363], [5.376, 2.126, 5.633], [3.744, 2.659, 5.798], [6.159, 4.051, 4.427], [5.408, 4.478, 6.019], [5.358, 5.730, 2.992], [5.408, 6.569, 4.579], [3.957, 6.792, 3.623], [-5.497, 2.035, -5.954], [-4.457, 2.960, -6.041], [-4.810, 4.243, -6.518], [-3.588, 5.144, -6.240], [-3.477, 5.296, -4.782], [-2.232, 6.044, -4.445], [-1.006, 5.205, -4.730], [-1.119, 3.910, -4.242], [-0.089, 3.052, -4.673], [-6.064, 1.940, -6.916], [-6.206, 2.225, -5.171], [-5.089, 1.017, -5.776], [-5.578, 4.621, -5.889], [-5.121, 4.247, -7.554], [-3.755, 6.093, -6.713], [-2.724, 4.692, -6.727], [-3.367, 4.307, -4.507], [-2.258, 6.259, -3.349], [-2.098, 6.925, -5.048], [-0.108, 5.652, -4.311], [-0.751, 5.207, -5.803], [0.925, 3.426, -4.568], [-0.132, 2.867, -5.747], [-0.277, 2.098, -4.186], [-6.073, -1.982, -4.574], [-4.967, -2.211, -5.454], [-3.724, -2.645, -4.887], [-2.760, -3.189, -5.975], [-2.169, -2.261, -6.930], [-1.490, -1.131, -6.331], [-0.228, -1.384, -5.638], [-0.474, -2.006, -4.381], [0.393, -2.997, -3.925], [-6.834, -1.486, -5.169], [-5.796, -1.315, -3.765], [-6.444, -2.940, -4.160], [-3.858, -3.615, -4.319], [-3.271, -1.938, -4.125], [-3.308, -3.974, -6.490], [-1.969, -3.770, -5.492], [-2.930, -1.857, -7.510], [-2.118, -0.552, -5.582], [-1.237, -0.501, -7.158], [0.379, -0.485, -5.381], [0.444, -2.060, -6.192], [0.451, -3.834, -4.621], [-0.060, -3.308, -2.980], [1.389, -2.622, -3.640], [-2.344, 3.333, 1.913], [-1.127, 3.908, 2.483], [-1.373, 4.481, 3.754], [-0.253, 5.371, 4.212], [-0.498, 5.862, 5.551], [-0.187, 4.949, 6.622], [1.325, 4.894, 6.921], [1.628, 6.175, 7.539], [2.926, 6.577, 7.307], [-2.483, 2.431, 2.489], [-2.055, 3.067, 0.914], [-3.172, 4.086, 1.893], [-1.520, 3.620, 4.451], [-2.268, 5.131, 3.694], [-0.194, 6.261, 3.601], [0.701, 4.899, 4.180], [-0.019, 6.730, 5.718], [-0.529, 3.926, 6.250], [-0.727, 5.211, 7.534], [1.892, 4.709, 5.981], [1.626, 4.081, 7.619], [3.617, 5.878, 7.790], [3.023, 7.607, 7.693], [3.190, 6.561, 6.220], [10.095, -6.315, -3.122], [9.279, -6.586, -1.951], [8.049, -5.875, -2.071], [7.150, -6.221, -0.912], [5.911, -5.516, -0.876], [4.885, -6.001, 0.040], [3.818, -4.948, 0.281], [3.217, -4.578, -0.892], [2.151, -3.689, -0.677], [11.055, -6.740, -2.907], [10.104, -5.215, -3.290], [9.688, -6.812, -3.970], [7.576, -6.183, -3.046], [8.196, -4.799, -2.126], [7.719, -6.013, 0.021], [6.919, -7.308, -0.995], [5.412, -5.487, -1.772], [5.306, -6.294, 0.976], [4.384, -6.943, -0.328], [4.303, -4.050, 0.768], [3.132, -5.301, 1.065], [2.445, -2.730, -0.265], [1.327, -4.107, -0.075], [1.621, -3.527, -1.588]],
  "atomic_forces_ev_per_a": [[-0.2258, -0.8251, 0.0137], [1.6048, -0.9949, 0.7369], [-0.9376, 0.1731, 1.3638], [-0.7484, 0.0050, -1.4491], [-0.4132, 0.3103, 0.1121], [0.5991, 0.5376, 0.0548], [-0.0732, 0.2240, -0.4559], [0.1802, 0.2589, -0.9260], [0.0703, -0.1599, 0.0795], [-0.0555, 0.5919, -0.0380], [0.1718, 0.0258, -0.4058], [-0.1928, -0.1123, 0.7629], [-0.2516, -1.8576, 0.6790], [-0.9383, 0.9365, 0.5555], [1.0385, -0.2227, -0.3901], [0.4448, 0.3807, -0.8367], [1.1873, 0.2503, -0.0931], [-0.7574, 0.3455, -0.2380], [0.1009, 0.4532, -0.2276], [0.8506, -0.1239, 0.0126], [0.1773, -0.0949, 0.2097], [-0.5276, -0.1461, -0.0810], [-1.1127, 0.0735, 0.3377], [-0.1643, -0.0586, -0.0316], [0.6196, 0.3997, -0.3366], [1.5615, -0.4793, -1.1487], [0.0123, -0.6390, 0.7281], [0.0462, 0.7050, 0.9376], [-1.7465, -0.8769, 0.8671], [0.2362, 0.2325, -0.2385], [-0.3779, -0.5869, 0.3961], [-1.0173, 0.5932, -0.0522], [-0.0319, -0.1927, -0.2991], [0.3962, -0.0975, -0.4862], [0.0566, 0.7429, -0.4585], [0.2408, 0.1320, 0.1819], [0.6895, 0.1692, 1.4905], [-0.1463, 0.4077, 0.5002], [0.2859, 0.1194, 0.7737], [0.9639, -0.8805, 0.3255], [-0.4301, 0.1435, -0.9675], [0.4578, 0.0324, -0.4021], [-0.0612, -0.3837, -0.2465], [-0.0810, 0.0305, -0.3005], [-0.0009, 0.4392, 0.0285], [-0.5290, 0.3357, -0.3024], [0.2013, -0.6383, -0.1844], [-1.0217, 0.2928, -0.4101], [-0.5914, -0.8123, -0.7142], [0.0814, 0.4459, 1.0406], [-0.0019, -0.2105, -0.3656], [-0.1507, 0.6147, -0.1945], [0.6058, 0.2187, -0.0210], [-0.0152, 0.4746, 0.1580], [-0.0578, 0.0652, -0.1901], [-0.2821, -0.1438, -0.2362], [-0.2519, -0.4075, 0.0123], [0.6056, 0.0484, 0.6019], [-0.0411, 0.2873, -0.0748], [0.1276, -0.5240, -0.0319], [0.0858, -1.7051, -0.6138], [0.0189, 0.9387, 0.9306], [0.0633, -1.0565, -0.2021], [0.1594, 0.0548, -0.0588], [0.2207, 0.4701, 0.0765], [-0.6790, 0.0958, -0.1702], [0.2545, -0.0621, 0.6608], [0.1024, -0.0657, -0.2846], [-0.7885, -0.9796, -0.3359], [0.6910, 0.2357, 0.6643], [0.2228, 1.5729, -0.4641], [-0.3011, 0.4112, -0.2056], [0.6463, -0.7906, -0.2950], [-0.7609, 0.7003, -0.3385], [-0.4147, -2.5065, 1.0352], [0.2739, 0.8148, 0.4744], [-0.7684, 0.6276, 0.0066], [-0.1218, 0.0081, 0.2212], [0.5459, -0.3624, 0.2065], [-0.2223, -0.3290, -0.2132], [-0.2901, 0.6603, -0.9443], [0.0144, 0.9085, 0.0346], [0.9036, 0.4345, -0.3338], [-0.0972, -0.2583, -0.1355], [1.4570, -0.2832, 0.3451], [-0.3066, 0.2031, -0.1628], [0.3928, -0.9877, 0.3482], [-0.3279, 1.0735, -1.5996], [-1.4340, -0.4259, -0.5656], [-0.1858, 1.3808, -1.2407], [1.3553, -0.3411, 0.1187], [-0.1926, -0.0158, 0.4863], [-0.7411, 0.1362, 1.4267], [-0.3171, 0.2113, 0.0767], [-0.9210, -0.1534, -0.4674], [-0.3304, 0.0165, -0.0266], [-0.2353, -0.1264, 0.0328], [0.5668, 0.4619, 0.5777], [0.0099, -0.0265, 0.1277], [-0.1984, -0.1398, 0.4763], [0.7153, -1.1405, 0.5332], [-0.2415, 0.0192, 0.3219], [-0.1515, -0.5837, 0.5434], [-0.1303, 0.4558, -0.2153], [0.3712, 0.4844, 0.5102], [0.2711, 0.3001, -0.2548], [0.0039, -0.7195, -0.3768], [0.6048, 0.1223, -1.0997], [-1.6505, -0.0810, -1.3083], [0.7280, -0.5071, 0.8427], [-0.4306, 1.8989, -1.2807], [-0.1674, -1.7375, -0.3962], [-0.6449, 0.7609, 0.0863], [-0.7047, 0.2487, -0.9380], [1.2234, 0.0995, 0.6038], [-0.9295, -0.4842, 0.2573], [0.7537, 0.7931, -1.3969], [1.4348, -0.0855, 0.1203], [0.0374, -0.3254, 0.0730], [0.1073, 0.3359, 0.4953], [-0.6023, -0.7886, -0.0130], [0.1679, 0.6047, 0.4815], [-0.2688, 0.4781, 0.6218], [0.2399, -0.1669, 0.5294], [0.6856, -0.0756, 0.1436], [1.1335, -0.9241, 0.7948], [0.0758, 0.0498, -0.4668], [-1.2992, 0.1135, 0.4245], [0.0532, -0.0407, -0.2711], [-0.5295, 0.8173, 0.5159], [0.1760, -0.0301, 0.2317], [0.3498, -0.8195, -0.0692], [-0.2407, -1.4097, -1.3785], [0.4911, -0.3177, -0.1477], [1.3947, 0.2628, 0.7423], [-1.1432, -0.7008, -0.1406], [0.7561, 0.0192, -0.8990], [-0.3450, -1.9181, 1.1794], [1.2097, 0.4830, -0.6998], [-0.1232, -0.5126, 0.2682], [-0.5430, -0.3725, -0.5946], [0.3213, 0.2874, 0.5189], [-0.4170, 0.4685, 0.6052], [0.0626, 0.7225, -0.0297], [-1.1619, 0.4875, 0.4072], [-0.0117, -0.1833, -0.4510], [-0.1134, 0.6881, -0.1530], [0.2729, -0.1408, 0.0462], [0.1442, 0.7394, 0.5449], [-0.0515, 0.1911, -0.8418], [-0.4838, 0.6413, 0.0096], [0.2379, 0.4628, 0.4645], [-0.4518, -0.2510, -0.1321], [0.2062, 0.2552, 0.8751], [-0.4648, -0.0022, -0.3807], [0.4045, 0.0017, 0.2138], [0.8704, -0.5295, -0.1870], [0.6805, 0.1583, -0.0754], [-0.0009, -1.4212, 1.0195], [-0.3166, 0.3434, 0.2865], [-0.9015, 0.0754, -0.2128], [-1.2436, 1.1738, 0.4587], [2.5123, -1.3045, 1.4165], [-0.9551, 0.3704, 0.1683], [0.0332, 0.2602, 0.6816], [-0.1289, -0.1636, -0.0522], [0.0684, 0.1172, 0.3435], [0.0520, 0.3847, -0.1315], [-0.4386, 0.9496, -0.1172], [-0.5052, -0.3513, -1.1391], [-0.2817, 0.1784, -0.4726], [0.0738, 0.4232, 0.2944], [0.6931, -0.5540, 0.4960], [0.2991, -0.3707, -0.8593], [-0.0400, 0.8301, -0.4600], [-0.5925, -0.0232, -0.6690], [-0.2104, 0.1802, -0.3132], [0.1803, -0.1530, -0.0760], [0.1090, -0.3778, -0.1265], [-0.0107, 0.0144, -0.4479], [1.4785, 1.1178, 0.6586], [-0.5053, 0.3430, -0.4736], [-0.7377, -0.6169, -0.0322], [0.0155, 0.6505, 0.4369], [-0.7311, 0.3298, 0.4590], [0.4368, -1.8065, -0.5927], [-0.2406, 0.2323, 0.5209], [-1.1312, -1.1636, -0.8748], [1.0381, 0.4269, -0.6327], [-0.9422, -0.3206, 0.1566], [-0.1236, -0.1082, -0.5105], [0.5020, -0.8081, 0.2255], [-0.2528, 0.7814, -0.1138], [0.0745, -0.4938, 0.2713], [-0.0140, 0.1103, -0.5614], [0.9863, -0.8128, -0.4809], [0.0531, 0.2968, -0.0326], [0.3846, 1.1449, 0.8759], [-0.0060, -0.0761, -0.0719], [-0.1351, 0.5162, 0.4374], [-0.3472, 0.3557, -0.2328], [0.3124, 0.2470, 0.2025], [0.1985, -0.5424, -0.0744], [-0.2533, 0.1417, 0.5948], [-0.8479, 0.7222, 1.7166], [-0.0033, 0.7302, -0.7358], [-0.3331, -0.6419, -1.0285], [0.2349, -1.5021, 0.4857], [-1.5242, 1.2549, -0.5784], [-0.5670, -0.6167, -0.7624], [1.5800, 0.5067, 1.9607], [-0.7830, 0.0902, -0.8474], [-1.0811, -0.3655, 0.2268], [0.6046, 0.1219, 0.0501], [0.3769, -0.6788, -0.0276], [-0.4928, -0.3693, -0.8956], [0.1048, 0.2686, 0.6761], [0.2632, 0.3092, 0.0675], [-0.3791, -0.3255, -0.4087], [0.6097, 0.1677, 0.3388], [0.8302, 0.0952, 0.1394], [0.5073, 0.0501, 0.8199], [0.3310, 0.6478, 0.0510], [-0.1637, -0.5534, -0.4617], [-0.3709, -0.2244, -0.3615], [0.2737, 0.1950, 0.1955], [0.5606, -0.1643, 0.5283], [0.2011, 0.3236, -0.9938]],
  "mulliken_charge": [0.427, 0.302, -0.655, -0.612, 0.210, -0.216, -0.209, 0.041, 0.484, -0.362, 0.223, 0.330, -1.394, -0.038, 0.216, -0.035, 0.203, 0.367, 0.409, 0.504, 0.594, -0.396, -0.532, 0.135, -2.072, 2.472, -0.976, 0.001, 0.423, 0.242, 0.491, -1.024, 0.470, -0.273, 0.360, 0.033, -1.058, 2.356, -1.779, 0.521, -0.481, 0.038, 0.973, -1.117, 0.166, 0.460, 0.375, -0.337, -0.956, 0.556, -1.072, -0.569, 0.307, 0.430, -0.027, 0.082, -0.002, 0.335, 0.517, 0.364, -0.964, 0.387, 1.037, -0.562, 0.402, 0.412, -0.252, 0.512, -0.621, -0.496, -0.033, 0.162, 1.386, 2.267, -0.098, 1.128, -0.449, -0.434, -0.998, -1.227, -0.295, -0.130, -0.998, -0.205, -0.836, -0.407, -0.936, 0.408, -0.194, -1.627, 0.094, 0.994, -0.833, 0.031, 0.434, 0.253, 0.465, 0.299, 0.382, -0.275, 0.330, 0.427, 0.334, 0.275, 0.210, 0.502, -0.196, -0.047, -0.355, 0.455, -0.501, -0.889, -0.099, -0.654, -0.725, -0.065, -0.972, -0.423, 0.104, 0.353, 0.441, 0.151, 0.428, 0.227, 0.182, 0.575, 0.122, 0.405, 0.427, 0.261, 0.379, 0.240, -0.574, -0.091, -0.922, -0.448, -0.339, -0.704, -0.905, 0.075, -0.941, 0.391, 0.343, -0.133, 0.416, 0.464, 0.489, 0.224, -0.004, 0.206, 0.450, 0.554, 0.497, 0.452, 0.482, -0.005, -0.473, -0.436, 0.940, -1.439, -0.427, -0.393, -0.453, 0.652, -0.717, 0.252, -0.018, 0.333, 0.116, -0.228, 0.611, 0.206, 0.373, -0.037, 0.612, -0.240, 0.509, 0.445, -0.144, -0.048, -0.285, 0.229, -0.183, -0.345, -0.419, -0.065, 0.024, -0.416, -0.393, -0.073, -0.446, 0.635, -0.475, 0.439, 0.636, -0.090, 0.337, -0.433, 0.501, -0.312, 0.536, 0.291, 0.321, -0.029, -0.702, -0.323, -0.503, -0.539, -0.131, -1.209, 0.170, -0.512, -0.454, 0.256, 0.281, 0.304, 0.288, 0.394, 0.239, 0.287, 0.159, 0.512, 0.358, 0.096, 0.294, -0.044, 0.262, 0.256]
}